The following is a quantum chemistry calculation of a 3-piece molecular cluster, C20H45BrN2O6P overall in a non-equilibrium geometry, from the Open Molecules 2025 dataset.

Results
E in Ha: -4265.1792
E_HOMO in eV: -12.4
Net charge: +1
E_LUMO in eV: -4.01

XYZ file:
```
75
Properties=species:S:1:pos:R:3:forces:R:3
C 3.89894 -1.90050 1.65882 0.1 0.1 0.0
C 4.85299 -0.78242 2.08185 -0.2 -0.1 0.0
C 6.21008 -0.85888 1.37642 -0.3 0.1 0.0
C 6.89922 0.49425 1.20054 0.2 -0.1 0.0
C 6.07034 1.47897 0.35770 -0.1 -0.2 0.1
C 5.53578 2.71572 1.10760 -0.1 0.2 -0.3
C 4.02899 2.97935 0.90039 0.2 0.0 -0.1
C 3.21382 2.79302 2.18244 -0.2 0.2 -0.1
C 1.71513 2.55858 1.98994 0.0 -0.2 0.2
C 1.38720 1.44363 0.99970 -0.1 0.2 -0.4
C -0.10835 1.07706 1.00177 0.1 0.0 0.0
C -0.39787 -0.41530 0.90111 0.6 0.1 0.4
N -0.49791 -0.96148 -0.50571 -0.4 -0.1 0.1
Br 1.17943 -1.01846 -1.40271 -0.1 -0.1 0.1
P -1.78961 -0.15366 -1.54177 -0.7 0.6 -0.8
N -1.16733 0.67668 -2.63915 0.3 0.0 0.4
O -2.57835 -1.45471 -2.02081 0.6 -0.4 0.8
O -2.81358 0.43646 -0.50277 0.6 -0.6 0.3
H 2.91628 -1.77818 2.12083 0.0 -0.1 0.0
H 3.76887 -1.88894 0.57205 0.0 -0.1 0.0
H 4.28505 -2.88066 1.94557 0.0 0.0 -0.1
H 4.98218 -0.82155 3.16743 0.1 0.1 0.0
H 4.36652 0.17355 1.85819 0.1 0.0 0.0
H 6.04740 -1.27913 0.37626 0.1 0.0 0.0
H 6.85896 -1.55174 1.91786 0.0 0.0 -0.1
H 7.13111 0.92890 2.17793 0.0 0.0 0.0
H 7.86157 0.30930 0.71769 0.0 0.1 0.1
H 6.65794 1.80326 -0.50250 0.0 0.0 0.0
H 5.22182 0.92138 -0.05736 0.0 0.1 0.0
H 5.73590 2.62583 2.17838 0.1 0.0 0.0
H 6.08128 3.59033 0.75006 0.1 0.0 0.2
H 3.88804 3.99930 0.53277 -0.1 0.0 0.0
H 3.68136 2.32397 0.09693 -0.1 0.0 0.1
H 3.62303 1.97392 2.78185 0.0 0.0 -0.1
H 3.32913 3.70181 2.77963 0.1 -0.1 0.1
H 1.20862 3.48311 1.69327 0.0 0.0 -0.1
H 1.29384 2.28249 2.96292 0.0 0.1 0.0
H 1.65027 1.78554 -0.00432 0.1 -0.1 0.0
H 2.01278 0.56406 1.19210 -0.1 0.0 0.2
H -0.60832 1.64821 0.21727 -0.1 0.0 0.1
H -0.54889 1.39968 1.94882 0.0 0.0 0.0
H 0.43088 -0.96197 1.35283 -0.1 -0.1 0.0
H -1.29322 -0.75274 1.42105 -0.2 0.2 -0.3
H -0.76035 -1.94666 -0.39235 0.2 0.0 0.3
H -1.45490 1.64483 -2.72230 0.2 0.0 -0.1
H -2.02513 -2.20584 -2.26969 -0.1 0.0 -0.4
H -2.91930 1.39659 -0.65023 -0.3 0.1 -0.3
O -0.73515 -3.43690 1.50213 0.0 0.1 -0.5
C -1.90111 -3.76018 1.53483 0.0 0.0 0.3
O -2.79965 -2.79733 1.79546 0.0 0.0 -0.2
C -4.22696 -3.02085 1.76243 -0.2 0.0 0.0
C -4.73959 -3.60847 3.05656 0.1 0.0 0.1
C -2.33777 -5.18877 1.35632 -0.1 0.0 -0.2
H -4.49198 -3.62518 0.89490 0.0 0.0 0.0
H -4.64613 -2.02974 1.60127 0.1 0.0 0.0
H -4.31392 -4.59247 3.25243 0.0 0.0 0.0
H -5.82379 -3.70772 3.01463 0.0 0.0 0.0
H -4.48112 -2.96041 3.89323 0.0 0.0 0.0
H -2.19622 -5.70606 2.30537 0.0 0.0 0.0
H -1.68941 -5.65269 0.61747 0.1 0.0 0.1
H -3.36952 -5.30848 1.04114 0.0 0.0 0.1
O -3.50118 2.35805 -2.30652 0.0 0.3 0.0
C -4.11036 1.98593 -3.29030 -0.5 0.1 -0.2
O -4.21459 2.81230 -4.32197 0.2 0.0 0.2
C -4.80199 2.41674 -5.57480 -0.2 -0.1 -0.3
C -6.31042 2.52330 -5.55696 0.0 0.0 0.2
C -4.75918 0.61947 -3.30141 0.3 0.4 0.0
H -4.45857 1.42082 -5.85586 0.0 0.0 0.1
H -4.38145 3.11282 -6.29674 0.0 0.0 0.1
H -6.75608 1.85135 -4.82278 0.0 0.0 0.0
H -6.71386 2.27388 -6.53784 0.0 0.0 0.0
H -6.61154 3.53932 -5.30425 0.0 0.0 0.0
H -5.70698 0.68145 -2.76769 0.0 0.0 0.0
H -4.05810 0.03254 -2.72426 -0.5 -0.4 -0.1
H -4.92501 0.17031 -4.27503 0.0 0.1 0.0
```
Positions in Å, forces in eV/Å.

From a Löwdin analysis of the wavefunction, the atomic charges in e read:
1. C -0.115
2. C -0.259
3. C -0.221
4. C -0.206
5. C -0.199
6. C -0.190
7. C -0.205
8. C -0.211
9. C -0.204
10. C -0.233
11. C -0.179
12. C -0.223
13. N -0.487
14. Br 0.910
15. P 0.422
16. N -0.103
17. O -0.112
18. O -0.101
19. H 0.057
20. H 0.050
21. H 0.078
22. H 0.116
23. H 0.070
24. H 0.109
25. H 0.113
26. H 0.109
27. H 0.106
28. H 0.108
29. H 0.094
30. H 0.104
31. H 0.106
32. H 0.113
33. H 0.087
34. H 0.101
35. H 0.118
36. H 0.122
37. H 0.113
38. H 0.094
39. H 0.091
40. H 0.100
41. H 0.126
42. H 0.107
43. H 0.114
44. H 0.069
45. H 0.021
46. H 0.099
47. H 0.091
48. O 0.082
49. C -0.520
50. O -0.015
51. C -0.218
52. C -0.053
53. C 0.028
54. H 0.115
55. H 0.125
56. H 0.074
57. H 0.090
58. H 0.089
59. H 0.108
60. H 0.097
61. H 0.076
62. O 0.037
63. C -0.506
64. O 0.031
65. C -0.212
66. C -0.056
67. C 0.036
68. H 0.116
69. H 0.128
70. H 0.071
71. H 0.088
72. H 0.088
73. H 0.111
74. H 0.032
75. H 0.086